This record from the Open Molecules 2025 dataset describes 2 unconnected molecules or ions with the total composition C5H10N. The level of theory is wB97M-V/def2-TZVPD.

Geometry (Å):
C1 -2.593 0.426 1.117
C2 -1.742 0.101 2.087
H1 -2.791 1.460 0.871
H2 -3.148 -0.340 0.590
H3 -1.262 0.869 2.681
H4 -1.556 -0.932 2.351
C3 0.609 -0.081 -1.252
C4 0.506 -0.187 -2.569
C5 2.153 -0.132 0.601
N1 1.888 -0.198 -0.645
H5 -0.210 0.073 -0.562
H6 1.382 -0.377 -3.176
H7 -0.458 -0.106 -3.047
H8 3.183 -0.254 0.906
H9 1.371 0.037 1.331
H10 2.668 -0.357 -1.285

## Properties
**ΔE to the lowest compared entry with this formula, charge and spin**: 45.8 kcal/mol
**Net charge**: +1
**Kohn-Sham gap**: 0.2936 hartree
**HOMO level**: -13.49 eV
**Energy**: -6828.2138 eV

Atom charges from the Mulliken analysis, given in e for atoms 1 to 8: -0.5262 -0.5954 0.2695 0.2851 0.2822 0.2975 0.3316 -0.7675